Molecular formula: CH8NP2
Method: DFT, the ωB97M-V functional and the def2-TZVPD basis

The spin multiplicity is 1. For the molecular weight, the calculation gives 96.0 g mol⁻¹. As for the HOMO energy (alpha / beta): -0.518 / -0.490 Eh. As for the orbital gap (alpha / beta): 8.59 / 8.16 eV. Its net charge is +1. The value obtained for the relative energy (zero: lowest compared OMol25 entry of this formula, charge and spin) is 3.757 eV.

Positions of all 12 atoms, in Å:
C  0.0341  -0.0124  -0.0096
N  0.3427  1.4702  -0.0154
P  1.2247  -1.0375  0.8686
P  -1.4568  -0.4876  -0.8974
H  1.3246  -0.4516  -1.8515
H  -0.0962  1.9809  -0.7360
H  1.3653  1.6018  -0.0462
H  -0.0524  1.9226  0.8841
H  0.8362  -2.1187  0.0352
H  0.4379  -1.4587  1.8595
H  -1.6589  -1.6480  -0.1675
H  -2.3012  0.2391  0.0760

Atomic forces in eV per Å
C 0.7428 0.7070 -1.2741
N -0.0953 -0.5222 3.0978
P 1.4042 -0.1222 -1.5599
P -1.2299 1.0932 0.7663
H -0.3435 0.2605 0.5821
H -0.5806 0.6353 -1.5762
H -0.3747 0.1754 0.0733
H 0.9433 -0.7684 -1.3508
H 0.4624 -0.0854 0.2658
H -1.3305 -0.4643 1.6912
H 0.0892 -0.5965 0.1389
H 0.3126 -0.3125 -0.8544

---

Molecular formula: CH8NS2
Method: DFT, the ωB97M-V functional and the def2-TZVPD basis

The spin multiplicity is 1. For the molecular weight, the calculation gives 98.2 g mol⁻¹. As for the HOMO energy: -0.470 Eh. As for the orbital gap: 8.86 eV. Its net charge is +1. The value obtained for the relative energy (zero: lowest compared OMol25 entry of this formula, charge and spin) is 0.340 eV.

Positions of all 12 atoms, in Å:
N  2.1070  1.7866  0.9053
H  1.2003  1.2745  0.9101
H  2.4315  1.7874  -0.0595
H  1.9622  2.6979  1.3494
H  2.7636  1.2078  1.4282
C  -1.0003  -1.6437  -1.5238
S  0.0722  -1.0494  -0.1423
S  -0.8596  0.7890  0.3333
H  -0.2826  -1.8834  -2.3076
H  -1.5015  -0.7584  -1.8926
H  -1.6390  -2.4400  -1.1705
H  -2.0466  0.3247  0.7434

Atomic forces in eV per Å
N -0.2749 -0.9401 0.2075
H -0.0810 0.2232 0.1471
H 0.0262 0.6047 -0.1525
H 0.2971 -0.0204 -0.3629
H 0.1457 0.1792 0.2881
C 1.3441 0.9724 0.0610
S -0.7912 0.5226 0.1248
S 0.1840 -0.7470 -0.6166
H -0.2882 -0.6636 0.0089
H -0.5157 -0.0704 0.0570
H -0.0693 -0.0731 -0.1970
H 0.0232 0.0124 0.4347

---

Molecular formula: CH8NSi
Method: DFT, the ωB97M-V functional and the def2-TZVPD basis

The spin multiplicity is 1. For the molecular weight, the calculation gives 62.2 g mol⁻¹. The structure (SMILES) is [NH3+]C[SiH3]. As for the HOMO energy: -0.593 Eh. As for the orbital gap: 12.20 eV. Its net charge is +1. The value obtained for the relative energy (zero: lowest compared OMol25 entry of this formula, charge and spin) is 1.653 eV.

Positions of all 11 atoms, in Å:
C  0.0385  -0.4769  -0.5119
N  -1.3008  -0.3584  0.0470
Si  1.3268  0.7639  0.2743
H  0.4114  -1.6612  -0.4844
H  0.0819  -0.2083  -1.6408
H  -1.1490  -0.5670  1.0261
H  -1.5328  0.5950  0.3179
H  -2.1259  -0.6597  -0.4525
H  0.9986  0.5047  1.6354
H  2.5314  0.2045  -0.0310
H  0.7750  2.1673  -0.0481

Atomic forces in eV per Å
C 2.9043 -2.0803 -3.3815
N 0.2112 1.9418 1.4862
Si -3.4431 0.8013 -0.0220
H -1.1473 3.2564 0.1790
H -0.6543 -0.5865 1.7844
H -0.8750 -1.9451 0.5151
H 0.0325 1.1246 -1.1074
H -0.1606 -1.1187 0.0924
H -0.0383 0.0598 1.3329
H 2.3827 -0.4685 -0.8351
H 0.7879 -0.9848 -0.0441

---

Molecular formula: CH8O2
Method: DFT, the ωB97M-V functional and the def2-TZVPD basis

The spin multiplicity is 1. For the molecular weight, the calculation gives 52.1 g mol⁻¹. The structure (SMILES) is C.O.O. As for the HOMO energy: -0.431 Eh. As for the orbital gap: 12.32 eV. The value obtained for the relative energy (zero: lowest compared OMol25 entry of this formula, charge and spin) is 0.336 eV.

Positions of all 11 atoms, in Å:
C  -1.1379  -0.1916  -1.3821
H  -2.0984  -0.3038  -0.8858
H  -1.2701  -0.8242  -2.2545
H  -0.3296  -0.4924  -0.7243
H  -0.9235  0.8645  -1.5376
H  0.7335  -1.5916  0.0144
H  0.9659  -0.6342  1.1936
O  1.3415  -1.3926  0.7287
H  0.2046  1.4419  1.2692
H  1.6887  1.4651  1.5971
O  0.8251  1.6590  1.9814

Atomic forces in eV per Å
C -0.4103 0.1467 0.5314
H 0.0499 0.2502 0.4780
H 0.7082 0.3098 -0.3315
H -0.2279 -0.4327 -0.1788
H -0.3469 -0.0598 -0.6894
H 0.0129 -0.1403 0.0467
H -0.0238 -0.2251 0.0703
O 0.2359 0.1292 0.1825
H 0.0829 0.2784 0.2354
H 0.0466 0.1432 0.0880
O -0.1275 -0.3995 -0.4325

---

Molecular formula: CH8P2Si2
Method: DFT, the ωB97M-V functional and the def2-TZVPD basis

The spin multiplicity is 1. For the molecular weight, the calculation gives 138.2 g mol⁻¹. As for the HOMO energy: -0.311 Eh. As for the orbital gap: 7.84 eV. The value obtained for the relative energy (zero: lowest compared OMol25 entry of this formula, charge and spin) is 2.839 eV.

Positions of all 13 atoms, in Å:
C  -0.1622  0.7367  0.1528
Si  -1.1917  2.0964  0.8878
Si  -0.6626  -1.8973  -0.2428
P  1.4505  1.0836  -0.2027
P  1.9367  -0.7780  -1.0991
H  -2.0529  1.7128  2.1860
H  -2.1894  2.1114  -0.2999
H  -0.5194  3.4772  1.0143
H  -2.0164  -2.2174  -0.1927
H  0.0122  -2.0591  1.0192
H  -0.4413  -2.4961  -1.5843
H  2.8093  -1.3544  0.0902
H  3.0272  -0.4159  -1.7286

Atomic forces in eV per Å
C 1.0644 -1.9172 -0.1988
Si -1.9069 -0.1660 -0.2831
Si 0.8403 2.7861 -0.7759
P -1.2660 0.7297 0.6278
P -0.1602 -2.2195 2.7868
H 1.1543 0.4292 -1.3138
H 0.3445 0.4925 0.9890
H -0.3081 -1.0188 0.0544
H -2.0014 0.0958 0.7168
H 0.5440 -0.7153 0.2202
H 0.6070 0.0078 0.4354
H -1.2897 0.8107 -1.6653
H 2.3777 0.6850 -1.5936

---

Molecular formula: CH9N2
Method: DFT, the ωB97M-V functional and the def2-TZVPD basis

The spin multiplicity is 1. For the molecular weight, the calculation gives 49.1 g mol⁻¹. As for the HOMO energy: -0.567 Eh. As for the orbital gap: 11.86 eV. Its net charge is +1. The value obtained for the relative energy (zero: lowest compared OMol25 entry of this formula, charge and spin) is 0.649 eV.

Positions of all 12 atoms, in Å:
N  1.7251  0.8705  -0.1550
H  2.2535  0.5340  0.6793
H  1.4677  1.8211  0.0786
H  0.0600  0.2325  -0.9022
H  2.2891  0.9639  -0.9952
C  -1.0065  -1.0579  0.5862
N  -0.9169  -0.0430  -0.5093
H  -0.4494  -0.9102  1.4933
H  -2.0209  -1.1075  0.9602
H  -0.7309  -2.0235  0.2205
H  -1.0918  0.8913  -0.1497
H  -1.5789  -0.1711  -1.3068

Atomic forces in eV per Å
N -0.1826 0.0679 0.5477
H -0.2583 0.1655 -1.3560
H 0.0386 0.2614 0.0986
H -0.4739 -1.4669 1.0797
H 0.4869 -0.2918 0.4351
C -0.6717 -0.5256 -0.0242
N 0.7277 1.4149 -1.0235
H 0.8807 0.9637 -0.1749
H -0.4108 0.0853 -0.4330
H 0.1233 -0.4695 -0.4911
H -0.7512 0.1047 0.4132
H 0.4914 -0.3097 0.9284

---

Molecular formula: CH9N2O
Method: DFT, the ωB97M-V functional and the def2-TZVPD basis

The spin multiplicity is 1. For the molecular weight, the calculation gives 65.1 g mol⁻¹. As for the HOMO energy: -0.572 Eh. As for the orbital gap: 12.30 eV. Its net charge is +1. The value obtained for the relative energy (zero: lowest compared OMol25 entry of this formula, charge and spin) is 0.801 eV.

Positions of all 13 atoms, in Å:
N  -1.4443  -0.1760  -1.9623
H  -1.9200  -1.1550  -2.0214
H  -2.0911  0.4778  -1.9127
H  -0.3023  0.2506  -1.0216
H  -1.0215  -0.0631  -2.8641
N  0.5114  0.4326  -0.3357
C  0.0633  0.0350  1.0090
O  1.1926  -0.2693  1.7418
H  0.8467  1.3811  -0.2788
H  1.4112  -0.0758  -0.5856
H  -0.6369  0.7682  1.3643
H  -0.6220  -0.7736  0.8627
H  0.9461  -0.6616  2.5542

Atomic forces in eV per Å
N 2.4116 -6.0169 -0.5714
H 1.0212 2.3841 0.3815
H -4.2670 3.7141 0.3566
H -0.0562 -0.2593 -0.4646
H 0.3201 0.0133 -0.6915
N 2.5002 -0.2089 0.6774
C -0.4590 -0.6847 -0.4395
O 0.2105 0.9701 -1.2674
H -0.2026 0.7592 -0.2506
H -1.5465 0.1334 0.2892
H 0.3607 1.1837 0.6296
H -0.0157 -1.2934 -0.1458
H -0.2774 -0.6946 1.4965

---

Molecular formula: CH9N3
Method: DFT, the ωB97M-V functional and the def2-TZVPD basis

The spin multiplicity is 1. For the molecular weight, the calculation gives 63.1 g mol⁻¹. The structure (SMILES) is NCN.N. As for the HOMO energy: -0.345 Eh. As for the orbital gap: 10.45 eV. The value obtained for the relative energy (zero: lowest compared OMol25 entry of this formula, charge and spin) is 0.979 eV.

Positions of all 13 atoms, in Å:
N  -2.0097  -4.9747  -0.3099
H  -2.7862  -5.6293  -0.1179
H  -1.8617  -4.9195  -1.2963
H  -1.1006  -5.1880  0.1101
N  -0.2290  2.5958  -0.3195
C  1.0370  1.8883  0.2226
N  2.1605  2.6583  0.5980
H  -0.7455  1.7461  -0.6568
H  -0.8640  2.6691  0.5163
H  0.5251  1.2549  1.0031
H  1.2527  1.3063  -0.7315
H  1.9569  3.4622  1.1647
H  2.6646  3.1304  -0.1830

Atomic forces in eV per Å
N -0.2409 -0.0068 0.4851
H 1.2184 0.3762 0.0323
H -0.0795 -0.0151 -0.5662
H -0.8967 -0.3508 0.0487
N -1.1654 -1.2409 1.4080
C -2.4575 -0.8662 -2.1468
N 1.0421 1.0531 -0.6083
H 0.5974 0.9755 -0.5955
H 0.8996 0.9122 -0.6292
H 1.8906 0.2041 -0.2564
H 0.5006 0.1499 1.7210
H -0.5431 -0.0503 0.7609
H -0.7655 -1.1409 0.3463

---

Molecular formula: CH9N5S
Method: DFT, the ωB97M-V functional and the def2-TZVPD basis

The spin multiplicity is 1. For the molecular weight, the calculation gives 123.2 g mol⁻¹. As for the HOMO energy (alpha / beta): -0.656 / -0.656 Eh. As for the orbital gap (alpha / beta): 9.32 / 9.33 eV. Its net charge is +2. The value obtained for the relative energy (zero: lowest compared OMol25 entry of this formula, charge and spin) is 0.245 eV.

Positions of all 16 atoms, in Å:
C  0.6166  -0.2347  -0.2465
N  -1.6018  1.0322  0.5460
N  1.3215  0.7273  0.2397
N  -1.2178  0.2936  -0.4608
N  2.6463  0.6977  0.5178
N  -1.9291  -0.9622  -0.6334
S  1.0331  -1.8040  -0.7426
H  -1.8714  0.6642  1.4530
H  -1.8828  1.9820  0.3290
H  0.8751  1.6453  0.3324
H  3.0291  -0.1786  0.8597
H  3.0253  1.5240  0.9683
H  2.3219  -1.5736  -1.0191
H  -1.4028  -1.5655  -1.2946
H  -2.1223  -1.5039  0.2367
H  -2.8409  -0.7440  -1.0852

Atomic forces in eV per Å
C -2.4108 0.8587 -0.0156
N -0.5925 0.5338 0.8498
N -0.9703 -0.3555 -0.1949
N 3.8202 -0.8141 -0.5728
N 0.8862 -0.1305 -0.2484
N -0.5456 -0.4660 0.1320
S -0.1697 -0.0186 0.2465
H 0.1658 -0.0819 -0.0187
H -0.0884 -0.1559 -0.1605
H -0.0619 -0.1459 0.1234
H -0.3430 0.0753 0.0520
H -0.3324 -0.0329 -0.0572
H 0.3312 0.1444 -0.1797
H -0.1815 0.3140 0.1894
H 0.1399 0.2856 -0.3354
H 0.3528 -0.0107 0.1900

---

Molecular formula: CH9NO3
Method: DFT, the ωB97M-V functional and the def2-TZVPD basis

The spin multiplicity is 1. For the molecular weight, the calculation gives 83.1 g mol⁻¹. The structure (SMILES) is C=N.O.O.O. As for the HOMO energy: -0.383 Eh. As for the orbital gap: 11.17 eV. The value obtained for the relative energy (zero: lowest compared OMol25 entry of this formula, charge and spin) is 1.105 eV.

Positions of all 14 atoms, in Å:
C  1.9744  -1.1869  2.3323
N  1.8010  -1.0776  1.0992
H  2.0275  -0.2817  2.9208
H  2.0664  -2.1193  2.8805
H  1.7489  -1.9087  0.5191
H  -3.5454  1.8176  0.5153
H  -4.7466  2.7900  0.3776
O  -3.8292  2.7211  0.6823
H  1.2470  -1.9709  -2.8948
H  1.4486  -1.6064  -1.4549
O  0.7509  -1.8523  -2.0775
H  0.3189  0.3230  -1.2552
H  0.1493  1.7457  -0.6691
O  -0.0682  1.1879  -1.4349

Atomic forces in eV per Å
C -0.0186 -0.4019 0.2115
N -0.1161 0.9446 -1.1461
H 0.0161 0.2383 0.1611
H 0.0419 -0.3017 0.0332
H 0.0388 -0.5777 0.7573
H -0.1253 0.0042 -0.1105
H 0.4309 -0.1897 0.0809
O -0.2821 0.1882 0.0179
H -0.2044 -0.0016 -0.1489
H -0.1689 0.0179 -0.0572
O 0.4709 0.0715 0.2301
H -0.0937 0.0787 0.0108
H -0.0593 -0.4225 -0.3857
O 0.0699 0.3516 0.3457